(1)
C3H6N2O2S | ωB97M-V/def2-TZVPD

## Properties
spin multiplicity = 1
HOMO = -0.3686 hartree
SMILES = [H]/N=C(/NOC)SC=O
ΔE to the lowest compared entry with this formula, charge and spin = 90.6 kcal per mole
frontier orbital gap = 10.7 eV
charge = 0

Positions of all 14 atoms, in Å:
S: 2.037 -1.005 -0.461
O: 4.270 -0.039 0.466
O: -1.561 -0.362 0.766
N: 0.247 1.186 -0.375
N: -0.520 -0.948 0.087
C: -2.661 -0.140 -0.120
C: 0.506 -0.030 -0.267
C: 3.112 0.199 0.332
H: -2.306 0.604 -0.874
H: -0.209 -1.617 0.761
H: -2.946 -1.105 -0.555
H: -3.478 0.286 0.555
H: 2.557 1.196 0.510
H: 0.951 1.776 -0.825

Cartesian forces (eV/Å) of the 6 atoms listed first:
-0.33 0.77 0.04
-0.09 0.37 0.44
-1.18 0.63 0.30
0.29 0.73 -0.65
0.84 0.27 0.04
-0.14 0.91 0.70


(2)
C3H6N2O2S | ωB97M-V/def2-TZVPD

## Properties
spin multiplicity = 1
HOMO = -0.3367 hartree
ΔE to the lowest compared entry with this formula, charge and spin = 113.3 kcal per mole
frontier orbital gap = 9.2 eV
charge = 0

Positions of all 14 atoms, in Å:
S: 1.986 -0.508 -0.520
O: -1.817 0.782 -0.991
O: -2.539 -0.930 0.094
N: -1.731 -0.053 -0.119
N: 0.236 1.092 0.640
C: 1.053 1.114 -0.519
C: -0.550 -0.052 0.726
C: 0.537 -1.434 -0.152
H: 0.704 -2.217 0.571
H: 0.443 1.147 -1.421
H: 0.732 1.305 1.493
H: -0.038 -1.748 -1.013
H: -0.790 -0.423 1.716
H: 1.774 1.925 -0.505

Cartesian forces (eV/Å) of the 6 atoms listed first:
0.07 0.25 -0.04
-0.10 0.14 -0.28
-0.20 -0.27 0.07
-0.59 0.09 -0.17
-0.61 0.29 0.42
0.51 -0.43 -0.48